Computed, not measured: a structure of composition C24H24N4O5S at a distorted geometry, with ωB97M-V/def2-TZVPD.

Positions of all 58 atoms, in Å:
C (1.73943, 4.51198, -2.14135)
H (2.34081, 5.14068, -2.55229)
O (1.88671, 3.12322, -2.79559)
C (1.12140, 2.20517, -2.49706)
C (-0.03878, 2.31214, -1.62299)
C (-0.51776, 1.18276, -1.27739)
C (-0.13659, 0.08401, -1.88087)
C (0.71802, -0.18533, -3.00995)
C (1.45979, 0.98118, -3.31633)
O (2.43381, 1.11047, -4.09586)
C (2.97403, -0.19906, -4.91650)
H (3.65787, 0.17397, -5.68125)
H (1.79772, -0.33486, -5.45517)
H (3.25125, -0.93050, -4.16112)
H (0.89102, -1.10141, -3.48335)
C (-0.81532, -1.23653, -1.58423)
N (-0.78000, -2.39270, -2.00837)
N (-1.49715, -3.27844, -1.41947)
C (-2.26515, -2.81633, -0.59573)
O (-1.76320, -1.34054, -0.62124)
C (-3.22802, -3.13005, 0.31069)
H (-3.26297, -4.13198, 0.19901)
H (-3.93317, -2.53377, 0.51285)
S (-2.12829, -3.10017, 2.07528)
C (-2.15445, -1.59981, 1.96914)
N (-3.07535, -0.71354, 1.79729)
C (-2.98767, 0.85198, 1.79997)
C (-3.85563, 1.35918, 1.22631)
C (-3.63997, 2.98721, 1.26296)
C (-2.55858, 3.50715, 1.82036)
C (-1.54870, 2.56728, 2.20496)
C (-1.79832, 1.28843, 2.16330)
C (-0.62437, 0.39869, 2.80109)
O (0.32794, 0.95237, 3.23551)
N (-0.91291, -0.86616, 2.65902)
C (0.27384, -2.02373, 3.08240)
H (-0.39654, -2.77661, 3.49364)
H (1.01536, -1.23687, 3.91471)
C (1.03101, -2.36841, 1.85208)
H (0.51877, -2.92465, 1.13210)
C (1.76160, -1.14150, 1.30098)
H (1.49048, -0.83924, 0.24726)
C (3.14611, -1.73992, 0.81450)
H (3.85767, -0.93891, 0.78145)
C (3.28921, -2.74516, 1.95228)
H (3.82274, -3.58409, 2.06456)
O (1.90206, -3.19310, 2.43486)
H (3.47523, -2.06018, 3.10477)
H (3.03877, -2.55995, -0.10817)
H (1.95816, -0.32404, 1.69541)
H (-0.67464, 3.03464, 2.62239)
H (-2.48852, 4.48061, 1.70563)
H (-4.64782, 3.34788, 0.91120)
H (-4.80063, 1.12243, 0.99514)
H (-1.32897, 1.12893, -0.37126)
H (0.10410, 3.09119, -0.89924)
H (0.61950, 4.91883, -2.46731)
H (1.95503, 4.48519, -1.18099)

Molecular weight in g/mol: 480.55
Orbital gap in eV: 6.84
LUMO energy in Ha: -0.020
Energy relative to the best compared isomer or geometry (same formula, charge and spin) in kJ/mol: 2303.4

Computed, not measured: a structure of composition C39H53ClOP4Sn at a distorted geometry, with ωB97M-V/def2-TZVPD.

Positions of all 99 atoms, in Å:
P (-2.70081, 1.40451, -3.90072)
C (-4.20229, 0.46149, -4.15219)
C (-5.42185, 1.12888, -4.34158)
H (-5.46604, 2.21574, -4.24404)
C (-6.56070, 0.38655, -4.65001)
H (-7.50035, 0.90638, -4.82319)
C (-6.49459, -1.00784, -4.74318)
H (-7.38916, -1.58221, -4.99597)
C (-5.28125, -1.66684, -4.51490)
H (-5.22586, -2.75208, -4.58079)
C (-4.13013, -0.93935, -4.20582)
H (-3.18503, -1.45034, -4.01078)
C (-3.10040, 3.07800, -3.38289)
C (-3.80379, 3.28514, -2.17942)
H (-4.11676, 2.43111, -1.57171)
C (-4.11186, 4.58516, -1.77912)
H (-4.63818, 4.74124, -0.83717)
C (-3.77498, 5.67036, -2.58891)
H (-4.05052, 6.68461, -2.28820)
C (-3.09532, 5.45679, -3.78775)
H (-2.83578, 6.29614, -4.43254)
C (-2.73622, 4.17004, -4.18574)
H (-2.20793, 3.99930, -5.12915)
C (-1.72114, 1.34458, -5.40930)
C (-2.42036, 1.43893, -6.62675)
H (-3.50369, 1.57757, -6.61447)
C (-1.72757, 1.36487, -7.83140)
H (-2.28043, 1.46169, -8.76318)
C (-0.34252, 1.18146, -7.83701)
H (0.19532, 1.13105, -8.78583)
C (0.35182, 1.07394, -6.62711)
H (1.43199, 0.92962, -6.62387)
C (-0.32890, 1.15919, -5.40875)
H (0.21605, 1.07547, -4.46247)
Sn (-0.17746, -0.04548, -0.12966)
C (0.98465, 1.83030, 0.23871)
C (0.61904, 2.85345, -0.54567)
H (1.77413, 1.98899, 0.98992)
C (-0.44429, 2.64087, -1.62505)
O (0.21299, 3.08996, -2.84187)
H (-0.35393, 2.97315, -3.63619)
C (-0.95483, 1.23178, -1.73681)
H (-1.30950, 3.29431, -1.38193)
C (-1.80781, 0.62667, -2.54837)
Cl (-1.38797, -2.21771, -0.58463)
P (1.95345, -1.08124, -1.33815)
P (-1.93429, 0.62646, 1.65490)
C (2.25027, -2.80604, -0.82935)
H (1.34368, -3.39914, -1.01324)
H (2.48756, -2.86654, 0.24221)
H (3.08494, -3.21551, -1.41393)
C (1.65534, -1.08564, -3.13314)
H (1.81356, -0.08202, -3.55411)
H (0.62085, -1.40004, -3.33793)
H (2.34734, -1.78903, -3.61762)
C (3.48474, -0.13174, -1.03738)
H (3.71151, -0.06616, 0.03889)
H (3.36971, 0.88967, -1.43238)
H (4.32521, -0.62429, -1.54848)
C (-1.96931, -0.55710, 3.02966)
H (-1.11707, -0.37751, 3.69882)
H (-1.87722, -1.57163, 2.61725)
H (-2.90370, -0.48501, 3.60590)
C (-1.65784, 2.29429, 2.33335)
H (-1.69006, 3.04482, 1.52715)
H (-0.66353, 2.34535, 2.80556)
H (-2.42271, 2.54512, 3.08449)
C (-3.56247, 0.57264, 0.84643)
H (-3.58827, -0.28243, 0.15353)
H (-3.74779, 1.49226, 0.27295)
H (-4.35442, 0.44984, 1.59969)
P (1.35061, 4.53191, -0.52259)
C (2.20405, 4.67804, 1.04685)
C (-0.03351, 5.68169, -0.64740)
H (3.01424, 3.94051, 1.08791)
H (1.50100, 4.49133, 1.86743)
H (2.62718, 5.68424, 1.15619)
H (-0.52386, 5.58362, -1.62620)
H (0.32532, 6.71269, -0.52564)
H (-0.76207, 5.45492, 0.14347)
C (2.47949, 4.77544, -1.90339)
H (3.22435, 3.96971, -1.91246)
H (2.99276, 5.74117, -1.80487)
H (1.91679, 4.74944, -2.84415)
H (-2.06227, -0.43714, -2.41225)
C (1.08893, -1.39084, 1.81271)
C (1.57103, -2.06852, 2.96027)
C (0.74871, -2.61189, 3.98636)
C (1.29908, -3.40533, 4.96467)
C (2.67056, -3.71193, 4.97321)
C (3.49117, -3.16594, 3.97144)
C (2.97642, -2.31920, 3.01257)
H (1.69437, -0.53128, 1.46989)
H (0.47315, -1.98797, 1.12103)
H (-0.31993, -2.37882, 3.97569)
H (0.67321, -3.83659, 5.74308)
H (3.08997, -4.39439, 5.72277)
H (4.54501, -3.43380, 3.93815)
H (3.61085, -1.85711, 2.25052)

Charge: +2
Molecular weight in g/mol: 815.91
Orbital gap (spin up / spin down) in eV: 5.09 / 5.09
LUMO energy (spin up / spin down) in Ha: -0.180 / -0.180

Computed, not measured: a structure of composition C27H58Br2F3N2O6PS, with ωB97M-V/def2-TZVPD.

Positions of all 100 atoms, in Å:
C (-2.07245, 6.42378, -2.47664)
C (-0.78766, 6.70896, -3.23821)
N (-0.20724, 5.48373, -3.81758)
C (1.22454, 5.32928, -3.62640)
C (1.82115, 4.28850, -4.57069)
O (1.76937, 4.28099, -5.75586)
O (2.43401, 3.30280, -3.84445)
C (1.78425, 3.27527, -2.54935)
C (2.58168, 2.41752, -1.58464)
C (1.87201, 2.08801, -0.25775)
C (2.74936, 2.10596, 0.98230)
F (3.51217, 0.97189, 1.04139)
Br (3.90809, 3.65081, 1.08791)
C (1.82176, 2.06881, 2.27360)
F (0.67690, 1.42672, 1.99608)
F (2.44623, 1.42104, 3.26150)
Br (1.37481, 3.86206, 2.89700)
P (0.17359, 2.32357, -2.91287)
S (0.43263, 0.54283, -3.65740)
C (1.70071, 4.78481, -2.27651)
C (1.10199, 5.32148, -0.98636)
N (1.54514, 6.69881, -0.67562)
H (-2.65790, 5.71208, -3.05240)
H (-1.89376, 5.98321, -1.49849)
H (-2.65134, 7.32975, -2.32094)
H (-1.05089, 7.38730, -4.05237)
H (-0.06555, 7.24418, -2.62737)
H (-0.38996, 5.49153, -4.81169)
H (1.69945, 6.30420, -3.79204)
H (2.73375, 1.47389, -2.10976)
H (3.56928, 2.84941, -1.44882)
H (1.50066, 1.06730, -0.34055)
H (0.99997, 2.71433, -0.11358)
H (-0.57217, 3.10512, -3.78788)
H (-0.58631, 2.33815, -1.73090)
H (2.75644, 5.06859, -2.22247)
H (1.44054, 4.71098, -0.16240)
H (0.01573, 5.27464, -0.99153)
H (2.39411, 6.61890, -0.12746)
H (1.83829, 7.15599, -1.53167)
C (4.18742, -3.46928, -0.81902)
C (2.77146, -3.20484, -0.33511)
O (1.83139, -2.99042, -1.37165)
C (1.65900, -4.06464, -2.27751)
C (1.18233, -5.34964, -1.61946)
H (4.53689, -2.64497, -1.44217)
H (4.85936, -3.57248, 0.03355)
H (4.25683, -4.38457, -1.40760)
H (2.75743, -2.29096, 0.25378)
H (2.43613, -4.01026, 0.32885)
H (2.57813, -4.23972, -2.84754)
H (0.90659, -3.73323, -2.99185)
H (1.90254, -5.73722, -0.89835)
H (1.02303, -6.11931, -2.37530)
H (0.24178, -5.17949, -1.09244)
C (-1.49873, -2.36210, -2.32567)
C (-2.90354, -2.09914, -1.81451)
O (-3.87004, -1.89140, -2.82812)
C (-4.05397, -2.95920, -3.73666)
C (-4.49938, -4.25917, -3.08750)
H (-1.17351, -1.53451, -2.96044)
H (-0.80900, -2.46308, -1.48644)
H (-1.44008, -3.28053, -2.91469)
H (-2.90571, -1.17964, -1.22813)
H (-3.22689, -2.90300, -1.13974)
H (-3.14624, -3.11791, -4.33009)
H (-4.82382, -2.61639, -4.42800)
H (-3.75350, -4.64761, -2.39284)
H (-4.66934, -5.01862, -3.85133)
H (-5.42701, -4.11018, -2.53282)
C (-1.66905, -0.23379, 2.81164)
C (-3.03348, -0.46211, 3.43998)
O (-4.07527, -0.64553, 2.50290)
C (-3.93160, -1.74560, 1.62165)
C (-3.84584, -3.09452, 2.31513)
H (-1.70556, 0.62673, 2.14367)
H (-0.91579, -0.04532, 3.57691)
H (-1.33684, -1.09383, 2.22649)
H (-3.31756, 0.41659, 4.01930)
H (-2.99607, -1.30257, 4.14377)
H (-3.06802, -1.59772, 0.96511)
H (-4.81545, -1.71922, 0.98480)
H (-2.96679, -3.17303, 2.95676)
H (-3.78701, -3.89062, 1.57225)
H (-4.72740, -3.26173, 2.93531)
C (1.74962, -2.13446, 4.15239)
C (1.01395, -3.34616, 4.69835)
O (1.53467, -3.83480, 5.91868)
C (1.52207, -2.93014, 7.00763)
C (0.13702, -2.43429, 7.38809)
H (2.80622, -2.36815, 4.01366)
H (1.33423, -1.82461, 3.19240)
H (1.67914, -1.28029, 4.82791)
H (1.10255, -4.17387, 3.99456)
H (-0.05757, -3.13247, 4.79644)
H (2.19195, -2.08498, 6.81222)
H (1.95219, -3.48331, 7.84219)
H (-0.33077, -1.86380, 6.58436)
H (0.20041, -1.78558, 8.26207)
H (-0.51688, -3.27444, 7.62508)

Molecular weight in g/mol: 786.61
Orbital gap in eV: 8.71
LUMO energy in Ha: -0.001

Computed, not measured: a cluster of 2 separate species, C5H9N in total at a distorted geometry, with ωB97M-V/def2-TZVPD.

Positions of all 15 atoms, in Å:
C (-2.07164, -0.15803, -0.09732)
C (-1.00837, 0.53893, 0.31127)
C (-0.25273, 1.53282, -0.53061)
C (-0.50420, 0.32822, 1.64911)
N (-0.06558, 0.16496, 2.71019)
H (-2.46094, -0.03053, -1.10316)
H (-2.57330, -0.86840, 0.55137)
H (0.81019, 1.27175, -0.56794)
H (-0.33235, 2.54081, -0.10990)
H (-0.64598, 1.54591, -1.55044)
C (1.82280, -1.37140, -0.25323)
H (1.92602, -0.83983, 0.69691)
H (2.20488, -2.38888, -0.14225)
H (2.38513, -0.85349, -1.03516)
H (0.76607, -1.41283, -0.52882)

Molecular weight in g/mol: 83.13
Orbital gap in eV: 10.82
SMILES string: C=C(C)C#N.C
LUMO energy in Ha: 0.021
Energy relative to the best compared isomer or geometry (same formula, charge and spin) in kJ/mol: 88.3